# C32H24BrN4O4SW

C32H24BrN4O4SW as an isolated structure in a non-equilibrium geometry (ωB97M-V/def2-TZVPD, OMol25).

```
67
C32H24BrN4O4SW ωB97M-V/def2-TZVPD
W 0.71 1.06 1.29
Br -4.95 0.23 -3.81
S 2.61 -3.20 -3.14
O -2.72 0.98 3.87
O 0.30 2.64 0.04
O 1.33 0.12 0.04
O 0.93 3.22 -2.03
N 0.91 -0.62 2.87
N 0.05 2.81 2.74
N -1.18 0.60 2.21
N 3.24 1.96 2.91
C 0.89 0.28 -4.08
C 2.44 1.72 2.12
C 0.71 4.00 2.80
C -0.55 -5.57 -2.68
C 0.52 -3.32 -1.42
C -1.19 2.71 3.30
C 3.47 -0.71 -3.64
C -2.74 1.95 -3.67
C 1.07 -3.83 -2.59
C -3.13 0.71 -1.65
C -0.56 -3.97 -0.83
C 0.57 -4.98 -3.23
C 2.03 -1.01 3.45
C 0.92 -2.72 4.63
C 0.22 5.07 3.54
C -1.09 -5.09 -1.45
C -1.18 2.20 -1.81
C 1.06 -1.03 -3.79
C 3.31 0.62 -3.90
C -2.00 1.34 -1.10
C -1.83 1.36 3.14
C 2.01 1.13 -4.04
C -0.27 -2.36 4.00
C -3.49 1.05 -2.95
C -1.62 2.55 -3.13
C -0.23 -1.34 3.11
C -1.74 3.80 3.97
C 2.07 -2.10 4.30
C 2.35 -1.58 -3.53
C -1.44 -0.84 2.39
C 0.10 2.72 -1.28
C -1.02 4.95 4.13
H -1.91 -5.64 -1.00
H -2.75 3.65 4.36
H -0.94 -6.47 -3.16
H 4.19 1.25 -3.85
H -1.22 -2.87 4.18
H 0.89 -3.51 5.35
H 1.62 4.11 2.21
H 1.81 2.19 -4.05
H -0.98 -3.62 0.12
H 0.21 -1.73 -3.77
H -3.79 0.07 -1.04
H 1.06 -5.28 -4.17
H 0.82 5.98 3.69
H -0.12 0.68 -4.26
H -1.05 3.28 -3.65
H 0.98 -2.43 -0.96
H -1.78 1.11 -0.06
H -2.35 -1.07 3.00
H -1.47 5.77 4.67
H 2.92 -0.48 3.19
H -1.47 -1.37 1.46
H -3.04 2.33 -4.68
H 4.44 -1.12 -3.41
H 3.04 -2.34 4.73
```

## Properties
Multiplicity = 3
HOMO level (alpha / beta) = -10.60 / -11.34 eV
Max |F| = 2.6 eV/Å
<S²> = 2.031
Charge = +1
Energy = -130422.476 eV
Frontier orbital gap (alpha / beta) = 7.70 / 4.86 eV
E_LUMO (alpha / beta) = -2.90 / -6.48 eV

***

# C32H24ClF6InN3O9PSSbSe

C32H24ClF6InN3O9PSSbSe as an isolated structure in a non-equilibrium geometry (ωB97M-V/def2-TZVPD, OMol25).

```
80
C32H24ClF6InN3O9PSSbSe ωB97M-V/def2-TZVPD
Sb 2.88 -2.61 0.24
In -0.01 0.63 0.55
Se 2.63 -2.48 -2.23
Cl 3.41 0.86 -1.36
S 4.16 5.86 4.08
P -0.70 -0.71 -1.97
F 3.74 -4.35 0.26
F 4.73 -1.96 0.27
F 2.07 -4.23 -2.45
F 1.44 -1.11 0.67
F 1.27 -3.65 0.61
F 3.08 -2.45 2.13
O 3.83 0.57 -0.04
O -0.81 -1.69 8.01
O -1.97 2.90 0.19
O -0.97 -1.03 1.84
O 4.21 1.89 -1.94
O 3.57 -0.33 -2.19
O 2.02 1.26 -1.39
O -0.90 -3.74 7.39
O -0.71 1.61 2.81
N 2.66 7.01 2.25
N 1.48 2.20 1.22
N -0.81 -2.55 7.14
C 0.26 1.49 -5.93
C -0.73 -2.15 5.77
C -2.44 -0.06 -1.84
C -0.70 -0.38 4.13
C 2.35 2.18 2.26
C 0.74 0.21 -5.74
C -1.32 -4.62 -3.23
C -0.73 -3.11 4.74
C 2.57 4.59 2.24
C -4.73 -0.17 -2.64
C -0.67 -0.81 5.45
C -1.16 -2.47 -2.19
C 3.09 5.80 2.79
C -0.62 1.03 3.88
C -2.78 1.04 -1.05
C 1.68 4.58 1.13
C -0.75 -2.73 3.44
C -0.34 0.09 -3.59
C -2.06 -4.34 -0.97
C 1.18 3.39 0.67
C 2.91 3.32 2.78
C 0.46 -0.48 -4.57
C -0.97 -3.28 -3.30
C -1.69 -3.01 -1.02
C -1.86 -5.15 -2.08
C -3.43 -0.64 -2.63
C -5.07 0.90 -1.82
C -1.85 1.77 -0.20
C -0.80 -1.34 3.06
C -0.48 2.09 -4.93
C -4.11 1.50 -1.04
C -0.78 1.40 -3.77
H 0.50 2.03 -6.84
H 0.52 3.36 -0.19
H -0.61 -0.08 6.25
H 2.59 1.20 2.65
H -1.80 -2.37 -0.15
H 1.36 5.48 0.63
H -2.12 -6.20 -2.04
H -1.14 -5.26 -4.09
H -4.36 2.34 -0.41
H -0.47 1.65 4.79
H -1.36 1.89 -3.00
H -6.09 1.27 -1.81
H 3.61 3.26 3.59
H -0.84 3.11 -5.05
H 0.90 -1.46 -4.42
H 3.18 7.81 2.56
H -0.54 -2.89 -4.21
H -0.72 -3.44 2.63
H 2.31 7.02 1.31
H -0.70 -4.16 5.02
H -5.47 -0.63 -3.28
H -3.16 -1.48 -3.27
H -2.46 -4.75 -0.05
H 1.36 -0.27 -6.49
```

## Properties
Multiplicity = 2
HOMO level (alpha / beta) = -0.92 / -3.15 eV
Max |F| = 3.1 eV/Å
<S²> = 0.762
Charge = -2
Energy = -182476.309 eV
Frontier orbital gap (alpha / beta) = 4.33 / 6.56 eV
E_LUMO (alpha / beta) = 3.41 / 3.41 eV

***

# C32H24ClMnN5O4S3

C32H24ClMnN5O4S3 as an isolated structure (ωB97M-V/def2-TZVPD, OMol25).

```
70
C32H24ClMnN5O4S3 ωB97M-V/def2-TZVPD
Mn 0.44 0.05 0.16
Cl -4.51 5.29 1.07
S -3.17 -0.62 0.40
S -1.16 -1.74 -2.06
S 3.12 1.48 0.96
O 3.83 1.22 -0.27
O -0.60 0.96 1.55
O 2.45 2.75 1.05
O 2.08 -1.36 3.05
N -1.39 -3.32 2.15
N 2.16 0.25 1.39
N 1.63 -0.60 -1.35
N 0.13 -1.85 0.86
N -0.04 1.41 -1.23
C -1.42 1.91 1.37
C -3.48 -1.92 -3.46
C 0.56 1.19 -2.48
C -0.58 -2.53 1.46
C 3.85 0.23 3.06
C 0.37 1.92 -3.63
C -2.47 -3.97 1.39
C -3.07 3.40 2.41
C 5.68 0.59 4.53
C 6.09 1.68 3.76
C 1.47 0.10 -2.51
C 1.94 0.53 -4.85
C -5.12 -1.03 -1.46
C -3.75 -1.11 -1.18
C -3.32 4.00 1.17
C 2.59 -0.40 2.50
C -1.72 -2.84 3.48
C 2.46 -1.61 -1.32
C 4.26 1.31 2.31
C -2.15 2.39 2.50
C 3.20 -2.01 -2.44
C -5.68 -1.38 -2.68
C 1.06 1.57 -4.82
C 2.17 -0.23 -3.68
C 4.56 -0.15 4.18
C -1.01 2.26 -1.09
C 3.06 -1.32 -3.61
C -4.85 -1.83 -3.69
C -2.89 -1.57 -2.24
C -1.67 2.58 0.13
C 5.37 2.06 2.63
C -2.64 3.60 0.06
H 4.22 -0.99 4.77
H -6.75 -1.30 -2.83
H -2.85 4.06 -0.90
H -0.31 2.75 -3.66
H 6.96 2.25 4.05
H 2.52 -2.13 -0.37
H -2.03 -4.51 0.56
H 3.61 -1.61 -4.50
H -3.16 -3.21 1.01
H -1.94 -3.70 4.13
H -1.96 1.90 3.44
H -2.59 -2.18 3.46
H -2.82 -2.26 -4.25
H 2.46 0.27 -5.76
H 5.67 2.91 2.03
H -3.63 3.72 3.28
H -5.25 -2.12 -4.66
H 6.26 0.32 5.41
H -0.87 -2.30 3.89
H -2.96 -4.67 2.07
H 0.87 2.16 -5.71
H 3.87 -2.85 -2.36
H -1.37 2.80 -1.96
H -5.76 -0.67 -0.66
```

## Properties
Multiplicity = 2
HOMO level (alpha / beta) = -0.04 / -0.04 eV
Max |F| = 0.9 eV/Å
<S²> = 1.083
Charge = -2
Energy = -125564.183 eV
Frontier orbital gap (alpha / beta) = 4.12 / 4.12 eV
E_LUMO (alpha / beta) = 4.08 / 4.08 eV

***

# C32H24NO

A 2-piece molecular cluster, C32H24NO overall in a non-equilibrium geometry (ωB97M-V/def2-TZVPD, OMol25).

```
58
C32H24NO ωB97M-V/def2-TZVPD
O -1.02 1.67 2.74
N 1.02 -0.36 2.70
C -2.78 0.10 2.73
C 3.23 -1.30 2.71
C -2.11 1.72 -3.35
C -0.91 1.38 -2.73
C -5.55 -0.42 2.64
C -0.63 0.02 -2.38
C 0.25 2.18 -2.38
C 1.58 0.90 2.68
C 1.87 -1.46 2.72
C 3.32 -2.43 -0.59
C 3.81 -0.02 2.69
C -1.30 0.45 2.70
C 1.27 -2.38 -2.50
C 0.52 3.52 -2.60
C -0.34 -0.58 2.61
C 3.12 -3.53 -1.43
C -4.65 -1.46 2.88
C 0.70 -0.04 -1.82
C -3.69 1.14 2.51
C -5.06 0.89 2.46
C 1.24 1.31 -1.79
C 2.51 -1.31 -0.70
C -2.79 -0.62 -3.22
C 1.47 -1.25 -1.66
C 2.94 1.08 2.67
C 2.09 -3.50 -2.38
C 2.49 1.81 -1.47
C -1.58 -0.97 -2.62
C 1.78 4.02 -2.23
C 2.74 3.18 -1.66
C -3.05 0.71 -3.60
C -3.27 -1.20 2.94
H 3.26 1.15 -1.07
H -3.99 0.96 -4.09
H -1.37 -1.99 -2.31
H -2.28 2.76 -3.63
H -3.33 2.16 2.38
H -5.75 1.72 2.28
H -3.54 -1.39 -3.41
H 2.01 5.08 -2.39
H 1.92 -4.35 -3.05
H 3.84 -2.20 2.70
H -5.00 -2.48 3.03
H 4.88 0.11 2.70
H 0.87 1.71 2.67
H -0.63 -1.63 2.71
H -2.56 -2.00 3.16
H 1.35 -2.42 2.70
H -6.62 -0.62 2.59
H 0.49 -2.34 -3.25
H 2.62 -0.46 -0.03
H -0.24 4.15 -3.06
H 3.76 -4.40 -1.35
H 4.11 -2.45 0.16
H 3.71 3.58 -1.37
H 3.29 2.11 2.65
```

## Properties
HOMO level = -9.58 eV
Max |F| = 1.7 eV/Å
Charge = +1
Energy = -37103.218 eV
Frontier orbital gap = 3.64 eV
E_LUMO = -5.94 eV